No. 1
Below is a structure of composition C21H24MnN8S3, with properties calculated with wB97M-V/def2-TZVPD.

```
57
Properties=species:S:1:pos:R:3
Mn -0.45107 0.47677 0.61881
S -3.24496 4.05274 1.99855
S -1.54960 -1.31703 1.71132
S -0.51935 -0.59268 -1.39961
N -0.80476 3.19792 2.68268
N 1.53098 -1.61495 -2.69504
N 0.90627 0.09603 2.17942
N 1.01891 1.70363 0.20085
N 0.63847 -0.85226 3.12300
N -1.95762 1.99229 1.02099
N -0.65429 -2.66300 3.78879
N -0.06084 -3.13735 -1.94972
C -4.95217 1.23776 -1.03476
C 0.44003 -1.87683 -2.03887
C 3.30996 -2.18692 -4.18525
C -0.45586 -1.63934 2.97491
C 2.16679 -2.59108 -3.35619
C 1.70406 -3.91547 -3.26908
C 0.56012 -4.18767 -2.54503
C -3.19288 2.01825 0.38728
C -5.33236 3.20512 0.31855
C 3.01116 0.85245 3.28589
C -0.04645 -5.52474 -2.39111
C -5.78705 2.26706 -0.59503
C 3.25261 3.25446 -0.38706
C -1.86969 2.98297 1.89713
C 3.21892 2.48764 0.76677
C -3.65554 1.11141 -0.56607
C 2.09018 1.71820 1.04695
C 2.15066 3.25045 -1.23152
C 1.06161 2.45853 -0.89836
C -4.04138 3.06839 0.80268
C 1.98165 0.84226 2.21285
H 2.22045 -4.71326 -3.77499
H 4.06534 2.47200 1.43256
H -5.96084 4.01458 0.65529
H -0.93750 -3.29332 -1.46163
H 0.62704 -6.30398 -2.73436
H 2.92773 -1.87025 -5.16007
H -3.00709 0.31776 -0.92082
H -0.95975 -5.59095 -2.98789
H -0.05072 -2.88053 4.57076
H -6.79894 2.32872 -0.96581
H -0.31669 -5.72148 -1.35297
H 4.12994 3.83553 -0.62253
H 3.28781 1.87648 3.53169
H -1.48736 -3.22849 3.67884
H 3.92346 0.34738 2.95924
H 2.13852 3.84394 -2.13323
H -0.12709 2.46344 2.82269
H 4.00658 -2.99977 -4.36022
H -0.81733 3.96996 3.33354
H 2.67899 0.37786 4.20656
H 3.81018 -1.32545 -3.75108
H -5.33060 0.52594 -1.75147
H 0.18805 2.41683 -1.54549
H 1.32331 -1.03795 3.85667
```

- Frontier orbital gap (spin up / spin down): 0.1697 / 0.2033 hartree
- 2S+1: 5
- Highest occupied orbital energy (spin up / spin down): -15.621 / -15.622 eV
- Charge: +3


No. 2
Below is the molecule C21H24N2O3, with properties calculated with wB97M-V/def2-TZVPD.

```
50
Properties=species:S:1:pos:R:3
O -1.06335 0.82619 1.55504
O 1.21437 3.96953 -3.04294
O 1.50822 -2.15174 0.41147
N 1.52483 1.53976 -1.49882
N -0.19440 -1.70733 1.83108
C -0.29107 2.29834 -0.05673
C 0.58128 2.51394 -1.14170
C -2.60976 -2.98476 4.30914
C -2.82489 -2.95925 2.76450
C -1.28571 -2.28527 4.66308
C 1.50089 0.27398 -0.87284
C -1.25181 3.24187 0.30077
C 0.65653 -0.01065 0.19752
C 2.19742 1.71286 -2.81445
C -0.30465 -3.05071 2.42901
C 2.41622 3.17968 -3.11613
C -1.65330 -3.69360 2.06350
C -0.25963 1.04549 0.64813
C 0.71249 -1.32898 0.86381
C 1.72180 -0.33283 -4.45514
C -0.09433 -2.95993 3.94549
C 1.80150 0.88048 -5.35914
C 0.44338 3.71920 -1.92905
C 1.36524 1.04949 -3.88677
C -0.51961 4.68410 -1.56212
C -1.36213 4.42587 -0.44526
H 1.04681 0.94420 -6.16163
H 2.86850 3.29484 -4.12114
H 0.28725 1.21377 -3.73484
H -1.13025 -2.37112 5.74282
H 3.16933 1.25731 -2.77293
H 2.14482 -0.51104 -1.28417
H -3.77913 -3.43883 2.53164
H -1.68204 -4.75018 2.37500
H -2.63012 -4.02186 4.63761
H -1.96516 3.04992 1.11072
H -0.81679 -0.95905 2.14593
H -2.88638 -1.92759 2.33328
H 0.84800 -2.41974 4.16406
H -2.12716 5.15621 -0.13632
H 0.49888 -3.68519 2.02662
H 2.61994 -0.84503 -4.08968
H 3.15848 3.57380 -2.44615
H 2.78229 1.26052 -5.68843
H -0.63161 5.56709 -2.22104
H -0.02063 -4.01600 4.28680
H -1.77954 -3.62852 0.96963
H -3.44888 -2.43905 4.80444
H -1.32911 -1.21471 4.41435
H 0.87296 -0.98545 -4.68801
```

- Frontier orbital gap: 0.3097 hartree
- Highest occupied orbital energy: -8.242 eV
- Charge: 0
- SMILES: O=C(NC1CCCCC1)c1cn2c3c(cccc3c1=O)OC[C@@H]2C1CC1
- ΔE to the lowest compared entry with this formula, charge and spin: 1.867 eV


No. 3
Below is the molecule C21H24N2O6S, with properties calculated with wB97M-V/def2-TZVPD.

```
54
Properties=species:S:1:pos:R:3
S 0.85413 3.48426 0.39665
O 1.54483 3.99796 1.54588
O 2.34697 -0.64360 -0.34438
O 1.34795 -3.95948 0.02110
O 0.91995 4.22161 -0.82953
O -4.60774 0.52909 0.07175
O 1.44879 -3.41359 -2.21372
N 1.31169 1.90478 0.07998
N -2.81580 -0.44834 1.05160
C 1.78217 1.13276 1.20544
C -0.87330 3.26978 0.84302
C -1.94096 -2.30848 -0.18799
C 2.05594 1.62551 -1.12694
C 2.70793 -0.27156 -2.66613
C -1.54929 4.32513 1.42667
C -1.51006 2.07598 0.58117
C 1.65415 -0.35776 0.85264
C 0.25979 -2.98256 -1.69598
C -2.85273 1.92204 0.91482
C -2.89525 4.18519 1.73009
C -0.76950 -2.31762 -2.31697
C -0.88772 -2.98958 0.43225
C -3.53268 0.61762 0.62404
C -1.87115 -1.98067 -1.53350
C 2.22279 -1.24519 1.95033
C -3.09426 -1.81428 0.64686
C 0.19797 -3.31522 -0.34152
C 2.17556 -3.94163 -1.12378
C -3.54712 2.99072 1.46921
C 1.89953 0.13263 -1.44278
H -1.01420 5.23926 1.62851
H 2.40340 0.32336 -3.52183
H -3.43617 5.00903 2.16975
H 2.10079 -2.29042 1.68136
H -4.59575 2.87151 1.69563
H 1.71061 -1.05260 2.88868
H -1.92601 -0.28731 1.49797
H -3.23093 -2.44050 1.53349
H 1.64425 2.24821 -1.91949
H 0.82738 -0.07570 -1.60877
H -2.69206 -1.44449 -1.98456
H 2.83049 1.36927 1.43465
H 2.54764 -1.32311 -2.88583
H 2.49977 -4.96531 -1.35924
H -0.96022 1.28398 0.09614
H -0.92252 -3.24929 1.47778
H 3.05353 -3.30400 -0.92765
H 1.16919 1.38562 2.07104
H 3.28242 -1.03979 2.07307
H -4.02419 -1.78498 0.07552
H 3.12217 1.86076 -0.99736
H -0.71976 -2.06366 -3.36225
H 3.76545 -0.11089 -2.47566
H 0.58214 -0.58443 0.69880
```

- Frontier orbital gap: 0.3280 hartree
- Highest occupied orbital energy: -8.424 eV
- Charge: 0
- SMILES: C[C@@H]1CN(S(=O)(=O)c2cccc(C(=O)NCc3ccc4c(c3)OCO4)c2)C[C@H](C)O1
- ΔE to the lowest compared entry with this formula, charge and spin: 1.773 eV


No. 4
Below is the molecule C21H24N4O3S, with properties calculated with wB97M-V/def2-TZVPD.

```
53
Properties=species:S:1:pos:R:3
S 0.19578 -2.69694 -0.08308
O -4.22572 2.94198 -0.53749
O 2.84302 -1.92051 -1.39596
O -5.11713 -0.55071 0.00756
N 3.36219 -0.66627 0.41601
N 0.15221 -0.32013 1.24599
N -1.53871 -0.59260 -0.13062
N -0.62936 0.76888 1.32732
C 2.72972 -1.68398 -0.20882
C -0.39516 -1.13198 0.38020
C 3.99253 1.01139 2.00977
C -3.35046 -2.24246 -0.29084
C -2.72534 1.55790 0.34108
C 4.67514 1.19587 0.68936
C -4.43646 2.89547 0.78981
C -1.63957 0.61726 0.51579
C 1.85233 -2.58337 0.65861
C -3.18796 2.13038 -0.81594
C 4.26216 0.20996 -0.20702
C 4.75111 0.17886 -1.50150
C 5.58032 2.16009 0.30504
C -3.54353 2.07087 1.38893
C -6.16379 -1.06252 -0.77913
C 5.66423 1.15381 -1.87790
C 6.07813 2.13273 -0.99136
C -2.45874 -1.23716 -1.02573
C -4.32799 -1.52523 0.64942
C -2.70963 2.06039 -2.22343
C 3.19725 -0.29073 1.82294
H 6.05753 1.14259 -2.88347
H -3.43610 1.55320 -2.85930
H 1.72882 -2.26100 1.68665
H -2.73594 -2.93106 0.29054
H 5.89684 2.92191 1.00198
H -3.45690 1.83850 2.42937
H -5.79606 -1.59998 -1.66054
H 3.32860 1.85184 2.22002
H -6.74685 -0.20298 -1.10449
H -2.57638 3.06809 -2.61450
H 4.71026 0.93775 2.82796
H -6.80369 -1.73583 -0.19634
H 6.79103 2.87957 -1.30722
H -3.89994 -2.82353 -1.03213
H 3.59360 -1.08671 2.46200
H 2.13437 -0.14051 2.03202
H -1.75958 1.53561 -2.27156
H -3.08717 -0.46776 -1.47587
H -3.77098 -0.97666 1.41368
H -1.87868 -1.74853 -1.80003
H -5.24168 3.48603 1.17823
H 2.24717 -3.59935 0.61378
H 4.43081 -0.57982 -2.19466
H -4.96790 -2.26710 1.14885
```

- Frontier orbital gap: 0.3156 hartree
- Highest occupied orbital energy: -7.976 eV
- Charge: 0
- SMILES: COCCCn1c(SCC(=O)N2CCc3ccccc32)nnc1-c1ccoc1C
- ΔE to the lowest compared entry with this formula, charge and spin: 2.100 eV


| no. | electronic energy (eV) |
| --- | --- |
| 1 | -97891.287 |
| 2 | -31289.263 |
| 3 | -48266.783 |
| 4 | -45104.239 |